ORCA calculation (ωB97M-V with the def2-TZVPD basis set) on a 2-piece molecular cluster, C8H6BrOS overall at a distorted geometry.

Output
Energy relative to the best compared isomer or geometry (same formula, charge and spin): 0.152 eV
Highest occupied orbital energy (spin up / spin down): -0.0449 / -4.7383 eV
E: -3355.78481 a.u.
Gap between HOMO and LUMO (spin up / spin down): 3.198 / 6.755 eV
Net charge: -1
2S+1: 3

```
17
Properties=species:S:1:pos:R:3:forces:R:3
C -1.41268 0.16009 0.39373 -2.2 -2.0 1.4
C -0.97552 0.72811 -0.73885 5.2 1.0 -1.8
C -0.59001 -0.64226 1.18826 3.0 -2.3 1.4
C 0.44489 0.70123 -1.01104 -0.7 0.0 -0.5
C 0.76992 -0.83912 0.84615 -1.3 -0.6 2.4
C 1.31654 -0.21112 -0.28549 0.5 1.2 -0.5
C 3.43230 1.59870 0.55647 1.3 -0.6 0.0
C 2.70631 -0.17016 -0.54102 -1.7 -1.6 -1.0
O 4.27934 1.18014 1.25829 0.8 -0.6 1.2
S 2.69768 2.88669 -0.00065 -1.1 1.8 -0.7
Br 3.64873 -1.79001 -0.16120 0.6 -0.1 0.6
H -2.46855 0.00063 0.52316 -0.5 0.5 0.2
H -1.57278 1.28799 -1.38968 -1.0 0.8 -0.7
H -0.91852 -1.30099 2.07288 0.0 1.5 -1.4
H 1.05922 1.32280 -1.72858 -1.6 -0.5 0.5
H 1.45223 -1.41809 1.55054 -1.1 0.6 -1.1
H 3.10381 0.08940 -1.51134 -0.2 1.0 0.0
```
Forces are in eV/Å.



ORCA calculation (ωB97M-V with the def2-TZVPD basis set) on C8H6ClN3OS as an isolated structure at a distorted geometry.

Output
Highest occupied orbital energy: -8.6921 eV
E: -1406.35947 a.u.
Gap between HOMO and LUMO: 8.179 eV

```
20
Properties=species:S:1:pos:R:3:forces:R:3
N 0.84686 -2.01179 -1.07690 0.2 0.2 0.5
C 0.83177 -0.73471 -0.46422 0.4 -0.1 -0.1
C 1.98402 -0.00076 -0.36607 -0.1 -0.1 -0.1
C 1.94490 1.29764 0.20702 -0.1 -0.7 -0.4
N 2.94326 2.16046 0.36767 0.3 0.4 0.2
S 2.30238 3.46069 1.09208 0.1 -0.5 -0.3
N 0.78012 2.99736 1.20472 -0.2 0.1 0.2
C 0.70393 1.76803 0.68288 -0.4 0.7 0.4
C -0.48206 1.00232 0.59161 -0.1 -0.7 -0.2
C -0.43628 -0.22918 0.00439 0.1 0.4 0.0
C -1.61745 -1.15417 -0.18334 0.5 0.9 0.1
C -3.00385 -0.63040 0.06519 0.4 0.0 -0.4
O -3.81093 -1.25905 0.63661 -1.0 -0.6 0.8
Cl -3.49234 0.90770 -0.66103 0.3 0.2 -0.2
H 0.28422 -2.68021 -0.56734 -0.1 0.0 -0.1
H 1.79086 -2.37346 -1.08418 0.0 0.0 -0.3
H 2.91783 -0.40226 -0.72625 0.1 0.0 0.0
H -1.39429 1.40688 0.98751 -0.2 0.2 0.1
H -1.49937 -1.99277 0.49350 -0.2 -0.3 0.1
H -1.59356 -1.53230 -1.20385 -0.1 -0.1 -0.2
```
Forces are in eV/Å.



ORCA calculation (ωB97M-V with the def2-TZVPD basis set) on one molecule with the formula C8H6F2N4 at a distorted geometry.

Output
Energy relative to the best compared isomer or geometry (same formula, charge and spin): 1.489 eV
Highest occupied orbital energy: -8.0343 eV
SMILES: F/C(=C(/F)n1cccn1)n1cccn1
E: -727.07534 a.u.
Gap between HOMO and LUMO: 8.568 eV

```
20
Properties=species:S:1:pos:R:3:forces:R:3
C 4.01260 0.36350 -0.05314 1.7 -0.9 -0.3
C -4.03667 -0.33575 -0.03576 -1.2 0.4 -0.5
C 3.61780 -0.98159 0.23675 1.1 -0.8 0.2
C -3.57262 1.02347 0.25292 0.8 -4.5 -0.5
C 2.85667 1.03594 -0.16661 -0.1 1.1 0.2
C -2.91397 -1.04937 -0.27083 0.7 0.8 0.8
C 0.50758 0.52995 -0.04079 -5.3 -3.9 0.1
C -0.54737 -0.45587 -0.07370 4.5 1.8 0.5
N 2.30505 -1.07425 0.33707 0.1 -1.1 0.4
N -2.23596 0.99336 0.30261 -2.6 3.4 0.8
N 1.82750 0.14904 0.14059 1.4 3.3 -1.2
N -1.88671 -0.21307 0.02281 0.4 -0.6 -0.8
F 0.15541 1.83708 -0.12252 1.7 -1.4 0.1
F -0.28485 -1.77960 0.02968 0.0 0.9 -0.3
H 5.03460 0.77849 -0.23157 -1.2 -0.6 0.3
H -5.05692 -0.77869 -0.12156 1.0 0.9 0.1
H 4.28899 -1.89958 0.37728 -1.4 1.6 -0.2
H -4.30667 1.74138 0.37495 -0.3 2.1 0.6
H 2.83079 2.10945 -0.40749 -0.9 -0.8 0.2
H -2.59525 -1.99391 -0.55068 -0.3 -1.8 -0.4
```
Forces are in eV/Å.



ORCA calculation (ωB97M-V with the def2-TZVPD basis set) on C8H6MnN2O4 as an isolated structure at a distorted geometry.

Output
Energy relative to the best compared isomer or geometry (same formula, charge and spin): 0.820 eV
Highest occupied orbital energy (spin up / spin down): -16.9514 / -16.9397 eV
E: -1869.15319 a.u.
Gap between HOMO and LUMO (spin up / spin down): 6.863 / 6.794 eV
Net charge: +2
2S+1: 6

```
21
Properties=species:S:1:pos:R:3:forces:R:3
O -3.40723 -0.15614 1.66015 4.4 -0.1 -4.9
C -2.56211 -0.22306 0.84304 -5.7 1.3 6.1
Mn -0.75779 -1.37283 0.69870 0.6 1.8 0.9
O -2.81471 1.56700 -4.15652 0.2 -1.4 6.9
C -2.77846 1.32536 -2.99409 -0.2 1.4 -6.9
C -2.30361 -2.19619 -0.59151 -3.7 -6.2 0.7
O -2.77774 -3.21974 -0.29836 1.9 4.3 -1.5
C -0.05720 -1.58324 -1.16940 3.5 -5.5 -5.4
O 0.41420 -2.36186 -1.89491 -1.9 3.9 2.5
C 2.06720 -1.09948 0.94022 -0.5 1.6 0.1
C 1.41136 0.26543 0.62441 1.0 -1.6 0.9
N 0.21064 0.45049 0.13700 -0.9 0.9 0.3
C -0.00291 1.84393 0.03630 2.2 -0.2 1.1
C 1.14680 2.44350 0.53357 -0.9 -2.4 -0.3
N 2.01325 1.40043 0.93520 -1.1 0.5 -0.9
H 3.05776 -1.04907 0.47896 -0.1 -0.6 0.1
H 2.16543 -1.14245 2.02888 0.2 -0.4 -0.1
H 1.50659 -1.97664 0.55636 0.5 0.3 0.2
H -0.89813 2.27585 -0.37638 0.0 0.0 0.0
H 1.45114 3.42950 0.62264 0.3 1.7 0.1
H 2.91551 1.37924 1.38572 0.2 0.8 -0.1
```
Forces are in eV/Å.



ORCA calculation (ωB97M-V with the def2-TZVPD basis set) on one molecule with the formula C8H6N2O at a distorted geometry.

Output
Energy relative to the best compared isomer or geometry (same formula, charge and spin): 4.783 eV
Highest occupied orbital energy (spin up / spin down): -8.3994 / -9.3278 eV
E: -493.04813 a.u.
Gap between HOMO and LUMO (spin up / spin down): 6.881 / 7.635 eV

```
17
Properties=species:S:1:pos:R:3:forces:R:3
C -1.95926 1.50723 0.34912 -0.4 2.3 0.4
C 2.11877 1.03669 0.38044 -1.8 -2.4 0.6
C 2.13527 -0.39587 0.65794 -2.6 3.0 -0.6
C 0.83862 1.43207 0.32304 0.7 0.0 -0.4
C 0.86592 -0.83508 0.75578 0.9 0.1 -0.4
C -2.06692 -0.96607 0.43346 0.0 0.4 0.0
C -2.98433 -0.76733 -0.60080 -0.3 -1.8 -2.0
C -1.31707 0.31620 0.52662 0.8 -3.0 -0.6
N -2.33404 2.59617 0.34685 -0.4 0.2 -0.2
N 0.04206 0.28552 0.45144 -0.7 -0.1 1.3
O -1.73844 -2.05502 0.84614 0.8 -0.7 0.9
H 2.92433 1.64904 0.32681 2.2 1.7 -0.2
H 2.97448 -0.90807 0.81549 3.0 -2.2 0.6
H 0.52859 2.46486 0.20399 -0.7 -0.6 -0.1
H 0.62039 -1.86743 1.00186 -0.9 0.8 -0.3
H -3.01374 -1.69744 -1.32917 -0.4 2.3 1.4
H -3.48116 0.17652 -0.74230 -0.3 -0.1 -0.4
```
Forces are in eV/Å.



ORCA calculation (ωB97M-V with the def2-TZVPD basis set) on an isolated ion of composition C8H6N3O4 and charge +1 at a distorted geometry.

Output
Energy relative to the best compared isomer or geometry (same formula, charge and spin): 0.000 eV
Highest occupied orbital energy: -13.9322 eV
E: -773.27373 a.u.
Gap between HOMO and LUMO: 7.704 eV
Net charge: +1

```
21
Properties=species:S:1:pos:R:3:forces:R:3
C -1.55587 -2.18107 -0.04789 0.4 -2.8 -0.4
C -1.64651 -1.80571 -1.31556 0.1 2.1 0.8
C -0.63716 -1.53030 0.92846 -0.7 -0.6 1.0
C -0.90098 -0.60918 -1.79465 0.6 -1.3 -1.3
C 2.02818 2.18966 0.57413 -1.6 -1.6 2.3
C 1.55085 1.25254 -0.18154 -1.2 -1.8 -1.5
C 1.43959 2.04464 2.00186 1.3 2.2 0.1
C 0.42520 0.59864 0.58185 0.2 -1.0 0.2
N -0.70256 1.14208 -0.25041 -0.4 2.8 2.3
N -0.89981 0.56830 -1.25252 -1.6 -1.6 -1.7
N 0.52910 1.02258 1.91129 -1.6 0.0 0.9
O 1.70024 2.71897 2.97320 -0.5 -1.1 -1.3
O 0.34536 -0.76103 0.34255 0.4 -1.3 0.1
O -0.76016 -1.73839 2.09605 0.4 0.6 -0.4
O -0.24025 -0.74708 -2.92303 -0.1 0.7 -0.1
H -1.92449 -3.24462 0.21564 0.2 2.2 0.0
H -2.25197 -2.24002 -2.06227 -0.6 -0.8 -0.6
H 2.65501 2.90501 0.29048 2.8 2.9 -0.7
H 1.56337 0.92192 -1.25667 0.7 0.9 1.2
H -0.16112 0.93690 2.69734 0.8 -0.3 -1.4
H -0.55602 -1.44385 -3.52832 0.0 0.0 0.5
```
Forces are in eV/Å.